{
  "formula": "C26H67ClN9O8P3",
  "method": "the ωB97M-V functional and the def2-TZVPD basis",
  "species": ["C", "C", "O", "O", "C", "C", "O", "C", "O", "O", "C", "C", "C", "Cl", "H", "H", "H", "H", "H", "H", "H", "H", "H", "H", "H", "H", "H", "O", "P", "N", "C", "C", "N", "C", "C", "N", "C", "C", "H", "H", "H", "H", "H", "H", "H", "H", "H", "H", "H", "H", "H", "H", "H", "H", "H", "H", "O", "P", "N", "C", "C", "N", "C", "C", "N", "C", "C", "H", "H", "H", "H", "H", "H", "H", "H", "H", "H", "H", "H", "H", "H", "H", "H", "H", "H", "O", "P", "N", "C", "C", "N", "C", "C", "N", "C", "C", "H", "H", "H", "H", "H", "H", "H", "H", "H", "H", "H", "H", "H", "H", "H", "H", "H", "H"],
  "xyz": [[-5.125131, 5.772063, 4.913680], [-4.102346, 4.517331, 5.333645], [-3.234616, 4.096902, 4.376671], [-4.089311, 3.885199, 6.661543], [-3.066863, 4.459266, 7.548893], [-2.593183, 5.983523, 7.175885], [-1.735949, 6.617750, 8.231761], [-1.911036, 8.082056, 7.968547], [-2.061450, 8.984826, 8.975361], [-1.986856, 8.652700, 6.584032], [-0.640459, 8.908609, 6.049080], [-0.383592, 8.301696, 4.532380], [-1.720498, 8.314457, 3.571378], [0.316201, 6.580912, 4.532468], [-4.397821, 6.708318, 4.776678], [-5.754046, 5.546955, 3.951925], [-5.765467, 5.982999, 5.877418], [-3.518597, 4.405838, 8.652149], [-2.109627, 3.774909, 7.563184], [-3.567214, 6.642859, 7.122457], [-1.935632, 6.055575, 6.182309], [0.205165, 8.601534, 6.817610], [-0.551263, 10.093034, 5.932223], [0.417609, 9.003625, 3.994984], [-2.607617, 8.971666, 4.009742], [-2.062392, 7.184093, 3.397538], [-1.472080, 8.792310, 2.513676], [3.063752, 5.092035, 2.630817], [4.317472, 4.385767, 2.059051], [4.141988, 5.161002, 0.552287], [4.300234, 4.609842, -0.780563], [4.645729, 6.537153, 0.552213], [3.530824, 2.854639, 2.103333], [2.490272, 2.517675, 1.137019], [3.023691, 2.512260, 3.443432], [5.758714, 3.573861, 1.401763], [5.808116, 2.224731, 0.841388], [6.857814, 3.706082, 2.369685], [5.350815, 4.460793, -1.050485], [3.863968, 5.280150, -1.531205], [3.772031, 3.669672, -0.916892], [5.737786, 6.552703, 0.475929], [4.367085, 7.057515, 1.474686], [4.224609, 7.122856, -0.271944], [1.773166, 3.332476, 0.991910], [1.930453, 1.622002, 1.437245], [2.923659, 2.245320, 0.174930], [2.068323, 3.003586, 3.661010], [3.741405, 2.809569, 4.216901], [2.884519, 1.425603, 3.538128], [5.601533, 1.448698, 1.586390], [6.804467, 2.023115, 0.428121], [5.124684, 2.101755, 0.000055], [6.684543, 3.077386, 3.250546], [6.936519, 4.746202, 2.706301], [7.821429, 3.443327, 1.925218], [1.410321, -0.612271, -0.365172], [0.213436, -1.429463, -0.910340], [0.280355, -2.516431, 0.399677], [0.141298, -3.960709, 0.394076], [-0.347712, -1.990771, 1.614896], [1.138455, -1.970546, -2.258189], [2.181918, -2.977984, -2.095977], [1.707201, -0.860649, -3.042363], [-1.162471, -2.368885, -1.537051], [-1.101078, -3.408221, -2.563025], [-2.245339, -1.439966, -1.893254], [-0.897335, -4.281284, 0.262667], [0.495759, -4.387635, 1.340225], [0.750305, -4.443119, -0.366117], [-1.438093, -2.069677, 1.555783], [-0.095895, -0.935178, 1.762145], [-0.002323, -2.518416, 2.510397], [2.817297, -2.786938, -1.224776], [2.828864, -3.040243, -2.981045], [1.752283, -3.976214, -2.014943], [2.618297, -0.457175, -2.585652], [0.984098, -0.042050, -3.136040], [1.948008, -1.191924, -4.062868], [-0.806015, -3.018816, -3.543450], [-2.084359, -3.880577, -2.682171], [-0.429782, -4.222397, -2.286403], [-1.993707, -0.868734, -2.794127], [-2.411240, -0.728211, -1.076407], [-3.191160, -1.964306, -2.053356], [-1.011000, -6.019899, -4.654440], [-2.207884, -6.837090, -5.199607], [-2.140966, -7.924059, -3.889590], [-2.280023, -9.368337, -3.895192], [-2.769034, -7.398399, -2.674372], [-1.282866, -7.378174, -6.547458], [-0.239403, -8.385612, -6.385244], [-0.714120, -6.268276, -7.331631], [-3.583792, -7.776512, -5.826318], [-3.522399, -8.815849, -6.852293], [-4.666660, -6.847593, -6.182522], [-3.318656, -9.688912, -4.026602], [-1.925562, -9.795263, -2.949043], [-1.671015, -9.850747, -4.655384], [-3.859413, -7.477305, -2.733485], [-2.517216, -6.342805, -2.527123], [-2.423644, -7.926043, -1.778870], [0.395976, -8.194565, -5.514044], [0.407543, -8.447870, -7.270314], [-0.669037, -9.383842, -6.304211], [0.196976, -5.864802, -6.874920], [-1.437223, -5.449677, -7.425307], [-0.473312, -6.599551, -8.352135], [-3.227336, -8.426444, -7.832717], [-4.505679, -9.288205, -6.971438], [-2.851103, -9.630025, -6.575671], [-4.415027, -6.276361, -7.083395], [-4.832560, -6.135840, -5.365676], [-5.612480, -7.371934, -6.342624]],
  "forces_ev_per_angstrom": [[1.015, -0.267, 1.879], [4.283, -1.898, -5.284], [-5.597, 2.524, 6.521], [0.536, 2.841, -2.323], [1.666, -0.012, 1.846], [-0.698, 0.012, -1.124], [-1.762, 3.855, -2.171], [-0.616, 4.673, 4.912], [1.195, -6.762, -6.761], [1.458, -2.464, 2.892], [1.556, 1.196, -0.700], [-0.451, 1.391, -0.471], [-0.302, -0.125, -0.362], [-0.517, 1.446, 0.228], [-1.621, -2.145, 0.051], [1.432, 0.294, 2.037], [0.933, -0.376, -2.173], [0.890, 0.361, -2.533], [-1.907, 1.251, -0.272], [1.847, -1.389, -0.232], [-1.850, -0.487, 1.995], [-1.784, 0.352, -1.754], [-0.321, -2.529, 0.234], [-1.578, -1.702, 1.506], [1.955, -1.537, -0.682], [0.593, 2.638, 0.443], [-0.342, -1.159, 2.286], [3.111, 1.552, 2.801], [-6.039, -2.443, -5.081], [-0.455, 1.697, -1.403], [0.414, -0.397, 0.060], [-0.366, 0.038, 0.530], [-0.562, -1.806, 0.462], [-0.087, 0.108, -0.418], [0.367, -0.021, 0.124], [3.089, 0.629, 2.285], [-0.642, -0.530, 0.233], [0.344, 0.268, -0.168], [0.174, -0.067, -0.109], [0.032, 0.178, 0.349], [0.068, -0.068, 0.215], [0.210, 0.127, -0.186], [-0.021, -0.173, -0.042], [0.043, -0.224, -0.010], [-0.064, 0.011, -0.042], [0.266, 0.225, 0.199], [-0.026, 0.097, -0.066], [0.112, 0.042, 0.049], [-0.095, 0.033, -0.036], [0.076, 0.207, -0.221], [-0.038, 0.020, -0.123], [0.096, 0.502, 0.196], [-0.144, 0.098, 0.285], [0.245, -0.060, 0.058], [-0.059, 0.008, 0.050], [-0.086, -0.082, -0.008], [-3.117, 3.171, 0.016], [5.943, -5.607, 0.412], [0.297, -0.621, 2.091], [-0.381, -0.105, -0.427], [0.359, 0.525, -0.101], [0.891, -0.355, -1.871], [-0.036, -0.307, 0.294], [-0.371, 0.085, -0.074], [-3.059, 2.394, -0.560], [0.782, 0.015, -0.537], [-0.378, -0.032, 0.306], [-0.163, -0.132, -0.044], [-0.041, 0.396, 0.025], [-0.071, 0.158, -0.152], [-0.210, -0.119, 0.165], [0.025, -0.105, -0.131], [-0.021, -0.089, -0.211], [0.074, -0.044, 0.022], [-0.242, 0.358, 0.083], [-0.033, -0.021, 0.161], [-0.109, 0.070, 0.014], [0.101, -0.032, 0.053], [-0.107, -0.115, 0.256], [0.001, -0.159, 0.077], [-0.111, 0.365, 0.350], [0.089, 0.278, -0.065], [-0.238, 0.019, -0.103], [0.052, 0.058, -0.007], [0.098, -0.046, -0.064], [-3.137, 3.181, 0.026], [5.990, -5.621, 0.429], [0.283, -0.588, 2.065], [-0.403, -0.120, -0.416], [0.349, 0.502, -0.092], [0.841, -0.379, -1.854], [-0.011, -0.290, 0.303], [-0.339, 0.122, -0.093], [-3.018, 2.312, -0.622], [0.686, 0.028, -0.523], [-0.411, -0.041, 0.268], [-0.154, -0.128, -0.035], [-0.042, 0.396, 0.014], [-0.058, 0.162, -0.144], [-0.208, -0.120, 0.166], [0.038, -0.102, -0.123], [-0.022, -0.080, -0.212], [0.068, -0.059, 0.009], [-0.238, 0.366, 0.089], [-0.029, -0.029, 0.179], [-0.126, 0.063, 0.006], [0.102, -0.035, 0.051], [-0.108, -0.109, 0.261], [0.018, -0.099, 0.065], [-0.122, 0.381, 0.376], [0.130, 0.295, 0.010], [-0.238, 0.021, -0.091], [0.060, 0.050, -0.003], [0.103, -0.033, -0.059]],
  "charge": 0,
  "e_lumo_ev": -1.5228,
  "e_homo_ha": -0.2820,
  "total_energy_ev": -98210.1867,
  "gap_ev": 6.2,
  "smiles": "CC(=O)OCCOC(=O)OC[C@H](C)Cl.CN(C)P(=O)(N(C)C)N(C)C.CN(C)P(=O)(N(C)C)N(C)C.CN(C)P(=O)(N(C)C)N(C)C",
  "largest_force_ev_per_a": 9.64
}

---

{
  "formula": "C3H8N2S2",
  "method": "the ωB97M-V functional and the def2-TZVPD basis",
  "species": ["C", "C", "C", "H", "H", "H", "H", "H", "H", "H", "H", "N", "N", "S", "S"],
  "xyz": [[-1.205657, -1.661962, 0.990659], [-2.069062, 1.475086, -0.160462], [0.265021, 1.263209, 0.404670], [-1.050290, -2.746026, 0.855055], [-0.540718, -1.255100, 1.755828], [-2.239740, -1.459589, 1.275665], [-2.469952, 1.362466, -1.110402], [-2.857641, 1.087149, 0.532564], [-1.849891, 2.512556, 0.032531], [0.000282, 2.219532, 0.875099], [1.575372, -0.794933, -1.149321], [-0.858114, 0.707874, -0.241997], [1.476607, 0.929342, 0.592191], [-0.943321, -0.928298, -0.622693], [2.390903, -0.249488, -0.185280]],
  "forces_ev_per_angstrom": [[-0.452, -0.217, 0.123], [-0.730, -0.558, 0.940], [-0.336, 0.229, 0.545], [-0.066, 0.448, 0.213], [0.160, -0.160, -0.263], [0.078, -0.269, 0.194], [-1.243, 0.357, -1.841], [0.888, 0.233, -0.050], [-0.023, 0.263, 0.112], [-0.055, -0.321, 0.049], [0.290, 0.337, 0.611], [1.984, 0.084, 0.779], [-0.427, -0.030, -0.811], [0.138, 0.068, -0.262], [-0.206, -0.462, -0.339]],
  "charge": 0,
  "de_lowest_ev": 1.956,
  "e_lumo_ev": 0.6981,
  "e_homo_ha": -0.2965,
  "total_energy_ev": -27889.7403,
  "gap_ev": 8.8,
  "smiles": "CSN(C)/C=N\\S",
  "largest_force_ev_per_a": 2.25
}